(1)
C38H42Ge2N3SY as an isolated structure, computed with wB97M-V/def2-TZVPD.

Summary:
Max |F|, hartree/bohr: 0.0225
Frontier orbital gap, eV: 5.924
ΔE to the lowest compared entry with this formula, charge and spin, kcal/mol: 0.00
Multiplicity: 1

Element x y z (Å)
Y  -0.012  0.738  0.239
S  -0.014  2.750  2.229
C  -1.648  2.789  2.691
N  -2.690  2.158  2.148
C  -3.957  2.600  2.734
C  -3.480  3.236  4.047
N  -2.081  3.522  3.730
H  -2.679  1.773  1.208
H  -4.631  1.760  2.879
H  -4.438  3.326  2.077
H  -3.551  2.538  4.884
H  -4.024  4.145  4.292
H  -1.420  3.894  4.389
C  0.907  -1.481  -0.328
Ge  2.768  -0.954  -0.328
C  2.467  0.991  -0.823
C  2.870  2.134  -0.127
C  2.445  3.408  -0.511
C  1.601  3.561  -1.599
C  1.213  2.443  -2.334
C  1.653  1.180  -1.957
C  3.937  -1.573  -1.765
C  5.325  -1.447  -1.718
C  6.113  -1.857  -2.786
C  5.522  -2.395  -3.921
C  4.141  -2.523  -3.985
C  3.357  -2.117  -2.913
C  3.703  -0.946  1.397
C  3.295  -0.101  2.434
C  3.846  -0.194  3.705
C  4.820  -1.146  3.969
C  5.233  -2.002  2.958
C  4.678  -1.902  1.689
H  0.663  -2.485  -0.672
H  3.507  2.034  0.745
H  2.750  4.273  0.065
H  1.242  4.544  -1.876
H  0.560  2.551  -3.193
H  1.308  0.313  -2.511
H  5.801  -1.017  -0.844
H  7.190  -1.753  -2.733
H  6.136  -2.712  -4.754
H  3.675  -2.941  -4.868
H  2.279  -2.231  -2.969
H  2.518  0.636  2.266
H  3.508  0.472  4.490
H  5.251  -1.224  4.959
H  5.987  -2.753  3.158
H  5.003  -2.592  0.918
C  1.040  -2.893  2.541
C  -0.169  -2.223  1.879
C  -1.008  -3.289  1.166
C  -1.031  -1.548  2.948
N  0.259  -1.183  0.961
H  0.734  -3.745  3.156
H  1.580  -2.181  3.167
H  1.729  -3.255  1.774
H  -1.471  -3.962  1.892
H  -0.397  -3.896  0.496
H  -1.794  -2.816  0.572
H  -1.358  -2.257  3.711
H  -1.929  -1.115  2.488
H  -0.462  -0.752  3.437
Ge  -2.348  1.535  -1.298
C  -2.235  0.759  -3.111
C  -2.664  1.447  -4.248
C  -2.541  0.888  -5.514
C  -1.986  -0.376  -5.666
C  -1.550  -1.073  -4.548
C  -1.669  -0.507  -3.284
C  -4.106  0.993  -0.527
C  -4.221  -0.242  0.119
C  -5.395  -0.625  0.757
C  -6.487  0.233  0.772
C  -6.397  1.466  0.140
C  -5.220  1.838  -0.501
H  -2.629  3.045  -1.590
H  -3.101  2.434  -4.144
H  -2.881  1.438  -6.383
H  -1.890  -0.812  -6.652
H  -1.110  -2.057  -4.658
H  -1.293  -1.057  -2.425
H  -3.373  -0.922  0.129
H  -5.455  -1.592  1.243
H  -7.404  -0.060  1.268
H  -7.247  2.137  0.140
H  -5.167  2.804  -0.992

(2)
C38H43AsAuGeO2S2 as an isolated structure, computed with wB97M-V/def2-TZVPD.

Summary:
Max |F|, hartree/bohr: 0.0280
Frontier orbital gap, eV: 6.084
ΔE to the lowest compared entry with this formula, charge and spin, kcal/mol: 63.60
Charge: -1
Multiplicity: 1

Element x y z (Å)
Au  -0.310  -0.022  0.059
S  -0.423  1.370  1.928
C  -1.351  0.256  2.945
C  -2.451  0.771  3.633
C  -3.247  -0.028  4.437
C  -2.962  -1.378  4.571
C  -1.849  -1.897  3.921
C  -1.031  -1.110  3.115
As  0.742  -1.725  2.493
C  0.313  -2.796  0.909
C  -0.947  -2.688  0.186
C  -1.192  -3.574  -0.896
C  -0.169  -4.451  -1.343
C  1.036  -4.433  -0.717
C  1.276  -3.600  0.420
C  0.916  -3.302  3.681
C  1.778  -3.152  4.767
C  2.003  -4.195  5.657
C  1.375  -5.416  5.467
C  0.522  -5.586  4.385
C  0.299  -4.539  3.503
H  -2.685  1.821  3.504
H  -4.098  0.407  4.949
H  -3.582  -2.018  5.186
H  -1.607  -2.943  4.058
H  -1.794  -2.268  0.715
H  -2.190  -3.626  -1.307
H  -0.347  -5.109  -2.183
H  1.833  -5.072  -1.076
H  2.254  -3.608  0.884
H  2.282  -2.203  4.915
H  2.677  -4.053  6.494
H  1.552  -6.236  6.153
H  0.031  -6.539  4.226
H  -0.359  -4.691  2.655
C  2.299  0.196  -2.402
C  2.921  -0.126  -1.024
C  4.352  -0.657  -1.254
C  3.023  1.207  -0.242
O  2.189  -1.056  -0.348
H  2.892  0.905  -2.994
H  1.304  0.619  -2.236
H  2.187  -0.729  -2.976
H  4.996  0.064  -1.772
H  4.303  -1.575  -1.845
H  4.799  -0.900  -0.287
H  3.653  1.958  -0.736
H  3.425  1.006  0.754
H  2.015  1.612  -0.108
C  -1.395  0.127  -3.665
Ge  -2.085  -1.370  -2.589
C  -3.774  -0.914  -1.686
C  -2.455  -2.827  -3.884
C  -0.697  -1.678  -1.231
H  -1.644  -0.009  -4.719
H  -0.311  0.179  -3.571
H  -1.829  1.064  -3.319
H  -4.514  -0.568  -2.409
H  -3.585  -0.114  -0.970
H  -4.192  -1.772  -1.155
H  -3.344  -2.555  -4.457
H  -2.627  -3.812  -3.448
H  -1.621  -2.912  -4.583
H  0.267  -2.002  -1.616
O  -2.196  2.978  -1.723
S  -0.754  2.983  -1.376
C  0.072  3.945  -2.656
C  -0.671  4.761  -3.492
C  -0.024  5.466  -4.495
C  1.351  5.344  -4.656
C  2.081  4.506  -3.825
C  1.440  3.791  -2.823
C  -0.564  4.165  -0.036
C  0.691  4.424  0.496
C  0.796  5.263  1.592
C  -0.347  5.822  2.152
C  -1.595  5.539  1.620
C  -1.709  4.699  0.522
H  -1.743  4.816  -3.348
H  -0.592  6.107  -5.157
H  1.852  5.893  -5.443
H  3.149  4.392  -3.965
H  1.991  3.099  -2.195
H  1.573  3.952  0.079
H  1.768  5.462  2.024
H  -0.262  6.468  3.017
H  -2.487  5.959  2.070
H  -2.669  4.433  0.098

(3)
A 5-piece molecular cluster, C38H43Br2F12I3NO23PS7 overall, computed with wB97M-V/def2-TZVPD.

Summary:
Max |F|, hartree/bohr: 0.0433
Frontier orbital gap, eV: 7.976
ΔE to the lowest compared entry with this formula, charge and spin, kcal/mol: 0.00
Structure (SMILES): C[C@@H](Br)[C@H](Br)c1c(CP(=O)(O)O)c(S)cc2c1N([C@H](I)[C@@H](C)I)c1c(CC(=O)I)c(CCO)c(S(=O)(=O)C(F)(F)F)c(CCC(F)(F)C(F)(F)C(F)(F)C(F)(F)F)c1S2.O=S1(=O)OCCO1.O=S1(=O)OCCO1.O=S1(=O)OCCO1.O=S1(=O)OCCO1
Multiplicity: 1

Element x y z (Å)
C  0.280  4.043  1.465
C  0.667  2.723  0.838
Br  -0.919  1.627  0.554
C  1.584  2.821  -0.412
Br  2.091  4.694  -0.801
C  1.145  2.084  -1.655
C  0.085  2.468  -2.496
C  -0.837  3.689  -2.249
P  -2.674  3.281  -2.021
O  -3.324  3.890  -0.860
O  -3.452  3.899  -3.315
O  -2.896  1.702  -2.078
C  -0.189  1.729  -3.663
S  -1.430  2.179  -4.838
C  0.530  0.581  -3.943
C  1.525  0.199  -3.090
C  1.901  0.912  -1.967
N  2.989  0.378  -1.173
C  4.403  0.737  -1.475
I  4.688  2.692  -2.336
C  5.216  -0.279  -2.339
C  5.325  -0.001  -3.849
I  7.271  -0.139  -1.603
C  2.848  -1.004  -0.818
C  3.040  -1.431  0.502
C  3.362  -0.384  1.547
C  2.166  -0.189  2.475
O  1.048  -0.307  2.135
I  2.700  0.303  4.531
C  2.953  -2.800  0.823
C  3.170  -3.173  2.293
C  1.932  -3.733  3.005
O  0.801  -2.995  2.586
C  2.665  -3.743  -0.187
S  2.546  -5.484  0.198
O  3.306  -5.820  1.364
O  2.898  -6.302  -0.926
C  0.765  -5.962  0.625
F  0.289  -6.820  -0.263
F  -0.022  -4.900  0.735
F  0.764  -6.591  1.798
C  2.467  -3.310  -1.521
C  2.130  -4.235  -2.679
C  0.755  -4.946  -2.474
C  -0.227  -4.783  -3.619
F  -1.062  -5.855  -3.601
F  0.374  -4.817  -4.833
C  -1.104  -3.515  -3.590
F  -2.007  -3.643  -4.602
F  -0.400  -2.416  -3.855
C  -1.906  -3.275  -2.274
F  -2.113  -4.392  -1.568
F  -1.197  -2.420  -1.519
C  -3.297  -2.618  -2.510
F  -4.192  -3.497  -2.932
F  -3.225  -1.573  -3.329
F  -3.716  -2.167  -1.326
C  2.570  -1.955  -1.803
S  2.380  -1.316  -3.451
H  -0.363  3.812  2.312
H  -0.248  4.701  0.791
H  1.175  4.493  1.892
H  1.237  2.234  1.619
H  2.516  2.357  -0.125
H  -0.779  4.372  -3.101
H  -0.578  4.251  -1.358
H  -2.916  4.577  -3.737
H  -3.254  1.441  -2.937
H  -1.623  0.993  -5.439
H  0.289  0.004  -4.824
H  4.922  0.818  -0.524
H  4.949  -1.315  -2.172
H  6.175  0.621  -4.100
H  5.521  -0.972  -4.313
H  4.389  0.345  -4.275
H  3.728  0.548  1.133
H  4.166  -0.774  2.167
H  3.497  -2.339  2.899
H  3.977  -3.901  2.315
H  1.837  -4.809  2.907
H  2.099  -3.533  4.070
H  0.096  -3.103  3.230
H  2.105  -3.725  -3.636
H  2.896  -4.998  -2.763
H  0.313  -4.555  -1.565
H  0.950  -6.008  -2.403
C  -2.944  -5.988  -7.509
C  -2.045  -4.869  -7.989
O  -1.902  -5.105  -9.396
S  -3.252  -5.752  -9.972
O  -4.047  -4.727  -10.543
O  -2.914  -6.926  -10.687
O  -3.900  -6.160  -8.562
H  -2.390  -6.921  -7.390
H  -3.447  -5.746  -6.577
H  -1.075  -4.875  -7.501
H  -2.516  -3.893  -7.851
C  1.596  4.358  7.078
C  0.345  4.513  6.231
O  0.751  5.425  5.191
S  2.291  5.205  4.842
O  2.384  4.356  3.707
O  2.950  6.459  4.894
O  2.681  4.346  6.132
H  1.735  5.215  7.742
H  1.598  3.448  7.659
H  -0.496  4.920  6.774
H  0.049  3.574  5.761
C  -3.099  1.555  9.892
C  -3.100  0.777  8.594
O  -2.697  1.735  7.605
S  -1.678  2.778  8.255
O  -0.358  2.360  7.952
O  -2.147  4.087  7.990
O  -1.961  2.425  9.789
H  -3.994  2.172  9.990
H  -3.005  0.913  10.763
H  -4.076  0.368  8.350
H  -2.362  -0.028  8.610
C  -5.811  6.547  2.230
C  -4.681  7.552  2.298
O  -3.554  6.792  2.736
S  -3.659  5.287  2.157
O  -2.883  5.177  0.983
O  -3.522  4.387  3.248
O  -5.207  5.351  1.733
H  -6.218  6.340  3.222
H  -6.613  6.865  1.568
H  -4.885  8.363  2.992
H  -4.455  7.965  1.312

(4)
C38H43ClInN2O2Si as an isolated structure, computed with wB97M-V/def2-TZVPD.

Summary:
Max |F|, hartree/bohr: 0.1082
Frontier orbital gap (spin up / spin down), eV: 2.956 / 2.988
Charge: -1
Multiplicity: 1

Element x y z (Å)
In  0.322  -0.053  -0.718
Cl  -0.110  -1.126  -2.834
N  1.598  -2.004  -0.362
N  -1.194  1.581  -1.649
C  2.895  -1.892  -0.173
C  -0.624  2.607  -2.220
C  1.267  -3.446  -0.363
C  2.481  -4.032  0.352
C  1.227  -3.983  -1.782
C  -0.051  -3.695  0.345
H  2.213  -3.880  -2.254
H  0.495  -3.427  -2.376
H  0.959  -5.047  -1.746
H  -0.039  -3.251  1.347
H  -0.194  -4.778  0.436
H  -0.883  -3.277  -0.229
C  -2.624  1.552  -2.049
C  -2.725  2.754  -2.988
C  -3.510  1.715  -0.825
C  -2.993  0.285  -2.790
H  -2.328  0.144  -3.647
H  -4.027  0.384  -3.144
H  -2.924  -0.596  -2.146
H  -3.242  2.632  -0.291
H  -3.396  0.857  -0.150
H  -4.554  1.776  -1.152
O  -1.379  3.312  -3.051
H  -3.389  3.545  -2.616
H  -3.007  2.494  -4.014
O  3.528  -3.001  0.175
H  2.871  -4.966  -0.073
H  2.310  -4.146  1.434
C  3.662  -0.618  -0.298
C  0.795  3.046  -2.024
C  1.706  1.915  -2.355
H  0.897  3.334  -0.965
H  0.969  3.924  -2.653
C  2.002  0.947  -1.360
C  3.139  0.111  -1.492
H  1.358  1.070  -0.030
C  3.627  -0.110  -2.777
C  3.120  0.652  -3.834
C  4.639  -1.185  -3.029
C  2.200  1.686  -3.639
H  3.484  0.456  -4.845
C  1.718  2.506  -4.794
H  2.244  2.205  -5.702
H  1.890  3.578  -4.638
H  0.640  2.367  -4.969
H  5.520  -1.084  -2.386
H  4.969  -1.140  -4.071
H  4.220  -2.189  -2.859
H  4.726  -0.861  -0.379
H  3.500  -0.040  0.628
C  2.032  -1.296  5.273
C  2.304  -1.708  3.964
C  1.451  -1.329  2.922
C  0.349  -0.496  3.160
C  0.102  -0.058  4.471
C  0.924  -0.481  5.527
Si  -0.753  0.039  1.730
C  -2.396  -0.828  1.970
C  -3.039  -1.520  0.924
C  -4.272  -2.149  1.149
C  -4.868  -2.110  2.413
C  -4.225  -1.446  3.463
C  -2.993  -0.818  3.242
C  -0.956  1.883  2.007
C  -2.194  2.453  2.330
C  -2.292  3.826  2.594
C  -1.157  4.639  2.518
C  0.082  4.077  2.198
C  0.186  2.702  1.963
H  2.684  -1.607  6.092
H  3.175  -2.327  3.742
H  1.651  -1.670  1.902
H  -0.726  0.624  4.684
H  0.694  -0.164  6.543
H  -2.565  -1.580  -0.063
H  -4.765  -2.673  0.328
H  -5.829  -2.600  2.584
H  -4.673  -1.414  4.456
H  -2.494  -0.325  4.079
H  -3.086  1.821  2.392
H  -3.260  4.253  2.858
H  -1.236  5.711  2.713
H  0.974  4.700  2.137
H  1.170  2.260  1.764

(5)
C38H43ClLaN2O2Si as an isolated structure, computed with wB97M-V/def2-TZVPD.

Summary:
Max |F|, hartree/bohr: 0.1251
Frontier orbital gap (spin up / spin down), eV: 2.439 / 3.091
ΔE to the lowest compared entry with this formula, charge and spin, kcal/mol: 128.85
Charge: -1
Multiplicity: 1

Element x y z (Å)
La  0.065  -0.217  -1.883
Cl  -0.475  0.105  0.850
N  0.772  2.190  -1.782
N  0.432  -2.639  -1.375
C  -0.306  2.868  -2.195
C  -0.328  -3.423  -2.162
C  1.714  3.191  -1.173
C  0.882  4.469  -1.143
C  2.923  3.332  -2.074
C  2.123  2.747  0.217
H  2.621  3.669  -3.077
H  3.469  2.385  -2.161
H  3.598  4.089  -1.649
H  1.245  2.608  0.860
H  2.752  3.533  0.659
H  2.704  1.813  0.195
C  1.295  -3.553  -0.539
C  1.000  -4.915  -1.144
C  0.848  -3.452  0.905
C  2.745  -3.136  -0.698
H  3.024  -3.118  -1.761
H  3.376  -3.873  -0.181
H  2.944  -2.145  -0.261
H  -0.232  -3.650  0.992
H  1.059  -2.466  1.335
H  1.389  -4.216  1.480
O  -0.109  -4.690  -2.101
H  0.628  -5.655  -0.402
H  1.835  -5.333  -1.712
O  -0.362  4.128  -1.864
H  1.340  5.317  -1.685
H  0.591  4.784  -0.133
C  -1.449  2.219  -2.963
C  -1.402  -2.842  -3.080
C  -1.085  -1.555  -3.919
H  -2.286  -2.660  -2.441
H  -1.657  -3.656  -3.804
C  -1.496  -0.301  -3.631
C  -1.146  0.990  -3.883
H  -1.091  -0.387  -0.361
C  -0.254  1.003  -4.987
C  0.130  -0.238  -5.498
C  0.178  2.346  -5.497
C  -0.208  -1.501  -5.018
H  0.769  -0.211  -6.413
C  0.274  -2.822  -5.583
H  0.735  -2.603  -6.557
H  -0.569  -3.508  -5.706
H  1.002  -3.282  -4.910
H  -0.663  3.045  -5.499
H  0.544  2.186  -6.529
H  0.981  2.757  -4.875
H  -1.863  3.010  -3.634
H  -2.232  1.968  -2.213
C  -2.597  4.574  3.345
C  -2.168  4.186  2.071
C  -1.670  2.896  1.870
C  -1.583  1.989  2.933
C  -2.046  2.372  4.200
C  -2.544  3.669  4.411
Si  -0.871  0.306  2.889
C  0.839  0.094  3.507
C  1.988  -0.154  2.734
C  3.232  -0.378  3.385
C  3.297  -0.328  4.755
C  2.185  -0.054  5.543
C  0.933  0.165  4.892
C  -1.988  -1.100  3.202
C  -1.521  -2.240  3.868
C  -2.391  -3.302  4.129
C  -3.726  -3.243  3.706
C  -4.183  -2.118  3.008
C  -3.324  -1.046  2.747
H  -2.980  5.587  3.509
H  -2.219  4.881  1.232
H  -1.356  2.609  0.855
H  -2.025  1.660  5.031
H  -2.882  3.956  5.401
H  1.952  -0.180  1.649
H  4.108  -0.586  2.768
H  4.278  -0.508  5.265
H  2.228  -0.004  6.616
H  0.056  0.382  5.505
H  -0.476  -2.295  4.184
H  -2.023  -4.179  4.668
H  -4.404  -4.067  3.920
H  -5.219  -2.067  2.667
H  -3.677  -0.178  2.198